Density functional theory data (ωB97M-V/def2-TZVPD) for 3 unconnected molecules or ions with the total composition C14H36BO9P2S.

As for the net charge: -1. For the LUMO energy, the calculation gives 1.945 eV.

Each line ends with the natural charge from an NBO analysis.
Cartesian coordinates (Å):
S  3.2702  0.3101  -6.1222  -0.660
P  8.7665  -2.2991  -2.4460  1.269
P  4.1244  -0.9588  -4.9000  0.878
O  1.1675  0.1976  -2.7226  -0.532
O  -5.9450  -0.2137  6.6309  -0.543
O  6.5377  -1.1231  -3.8017  -0.712
O  -3.7058  1.6820  5.7200  -0.539
O  -1.7412  1.0447  -3.2096  -0.546
O  -4.2506  0.2678  3.0673  -0.548
O  8.4324  -3.5685  -1.7130  -1.137
O  0.1066  0.8753  0.0840  -0.547
O  7.6843  -2.7109  -5.1141  -0.717
C  -5.1144  1.8273  5.6648  -0.094
C  5.9276  -1.2197  -5.0554  -0.232
C  -3.1923  0.4565  5.2203  -0.094
C  -1.0487  -0.0836  -3.7139  -0.096
C  -0.0182  -0.5719  -2.7197  -0.089
C  1.1505  1.4225  -2.0154  -0.093
C  6.3620  -2.6021  -5.5619  -0.063
C  1.3275  1.2607  -0.5220  -0.093
C  -2.4765  1.7012  -4.2121  -0.245
C  -4.1629  0.5463  1.6867  -0.248
C  -3.0107  0.4517  3.7196  -0.091
C  -6.4211  -0.8754  7.7768  -0.245
C  0.2723  0.5161  1.4324  -0.244
C  -5.8313  1.1807  6.8299  -0.090
B  7.9032  -1.6574  -4.0988  0.326
H  -5.3006  2.9019  5.7156  0.186
H  0.6727  1.3485  2.0255  0.162
H  -3.8762  1.5889  1.5092  0.168
H  8.6552  -0.7582  -4.4969  -0.125
H  -6.4982  -1.9339  7.5373  0.193
H  -1.7634  -0.8945  -3.9194  0.159
H  2.0999  0.5048  -0.3297  0.177
H  -5.7381  -0.7466  8.6250  0.164
H  -2.2068  0.3429  5.6757  0.188
H  -5.1437  0.3632  1.2530  0.191
H  0.2407  1.9910  -2.2239  0.194
H  -7.4106  -0.5041  8.0719  0.161
H  -6.8319  1.6273  6.9283  0.162
H  -3.8182  -0.3857  5.5242  0.198
H  -0.5390  0.1695  -4.6521  0.186
H  8.7107  -1.1455  -1.6042  -0.135
H  -0.7114  0.2532  1.8163  0.183
H  6.2953  -0.4469  -5.7503  0.194
H  0.9460  -0.3419  1.5423  0.168
H  5.7402  -3.3823  -5.0956  0.148
H  0.2881  -1.5708  -3.0369  0.190
H  -0.4547  -0.6396  -1.7196  0.191
H  -5.5141  1.4456  4.7226  0.203
H  -2.5559  1.4003  3.4049  0.174
H  1.6711  2.2136  -0.0936  0.163
H  -5.2760  1.3866  7.7550  0.170
H  3.5672  -2.2513  -4.9707  -0.050
H  10.1566  -2.1942  -2.7539  -0.138
H  -3.4285  -0.0991  1.1909  0.171
H  -3.2223  1.0355  -4.6656  0.159
H  -1.8213  2.0747  -5.0076  0.170
H  2.0074  1.9814  -2.3954  0.198
H  -2.3241  -0.3626  3.4456  0.166
H  6.2859  -2.6954  -6.6508  0.165
H  -2.9904  2.5408  -3.7472  0.187
H  3.9743  -0.6733  -3.5341  -0.012

Cartesian forces, eV/Å:
S 0.03 -0.07 -0.01
P 0.03 0.00 0.00
P -0.19 0.11 0.01
O 0.09 -0.08 0.05
O 0.07 -0.01 0.02
O 0.08 0.04 -0.14
O -0.02 -0.03 0.01
O 0.05 0.04 0.00
O -0.02 0.12 0.02
O -0.02 0.04 0.00
O 0.00 -0.05 -0.02
O 0.04 0.13 -0.13
C -0.05 -0.01 0.04
C 0.06 -0.01 -0.06
C 0.02 -0.02 -0.06
C 0.03 -0.04 -0.04
C -0.07 0.03 -0.08
C 0.01 0.03 0.04
C -0.05 -0.09 0.16
C 0.05 0.00 -0.02
C -0.04 -0.02 -0.01
C 0.02 -0.06 -0.03
C 0.02 -0.03 -0.02
C -0.05 0.00 0.00
C -0.03 0.06 0.00
C 0.00 0.05 0.02
B -0.14 -0.04 0.05
H 0.00 0.01 -0.04
H 0.01 0.00 -0.01
H 0.00 0.00 0.00
H 0.07 -0.04 0.10
H 0.00 0.00 0.00
H -0.02 0.01 -0.01
H 0.01 0.01 -0.01
H 0.01 0.00 -0.01
H -0.01 -0.02 0.03
H 0.00 0.01 0.00
H -0.01 -0.01 0.02
H 0.00 0.00 -0.01
H -0.01 -0.03 0.01
H 0.00 0.00 -0.01
H 0.02 0.00 0.01
H 0.02 0.01 -0.01
H 0.02 -0.02 0.03
H -0.07 0.01 0.04
H 0.00 0.00 -0.01
H -0.06 0.00 -0.07
H 0.01 -0.02 0.05
H -0.01 0.04 -0.01
H 0.00 0.00 0.01
H 0.02 0.00 0.03
H -0.01 0.00 0.02
H 0.00 0.01 -0.01
H 0.05 -0.01 0.07
H 0.00 -0.05 0.02
H 0.00 -0.01 0.01
H 0.00 -0.01 0.01
H 0.01 0.00 0.01
H -0.01 0.01 -0.03
H 0.01 0.00 -0.01
H 0.06 0.01 0.00
H 0.00 0.00 0.00
H 0.00 -0.01 -0.01

=====

Density functional theory data (ωB97M-V/def2-TZVPD) for a molecular structure, C29H44BrN3P2Pt in a non-equilibrium geometry.

The expectation value of S² is 2.04. As for the spin multiplicity: 3. As for the net charge: +2. For the LUMO energy (spin up / spin down), the calculation gives -5.100 / -9.626 eV.

Each line ends with the Löwdin spin population.
Cartesian coordinates (Å):
Pt  0.0000  0.0000  0.0000  0.141
Br  2.3575  0.6814  0.6684  0.023
P  0.6160  0.2512  -6.2070  0.624
P  -0.5017  2.2456  -0.3823  0.003
N  0.4933  -2.0068  0.3916  0.002
N  -10.9224  -3.1566  -3.0973  0.038
N  1.4207  -3.8369  1.3096  0.000
C  -1.4208  4.4640  1.2921  0.000
C  1.1176  3.1566  -0.4734  0.000
C  -4.2709  -0.6020  -0.0707  0.029
C  -3.4013  -1.6152  -2.1049  0.040
C  0.2224  1.8545  -5.3009  0.095
C  1.3527  -2.4938  1.3298  0.000
C  -8.2874  -2.3950  -2.3500  0.021
C  1.6305  -0.6512  -4.9077  0.098
C  -1.9377  -0.6295  -7.1387  0.009
C  -8.7595  -2.2294  -3.6758  0.036
C  -2.7487  3.4140  -1.8518  0.000
C  -5.8303  -1.6850  -1.6533  0.058
C  -2.9722  -0.2295  0.2903  0.058
C  -9.1901  -2.9580  -1.4141  0.037
C  2.5945  -1.7010  -5.4755  0.009
C  -2.1075  -1.2386  -1.7308  0.064
C  1.9606  -1.7289  2.4669  0.001
C  -1.8594  -0.5374  -0.5273  0.141
C  -4.5116  -1.3038  -1.2793  0.135
C  0.5570  -4.2332  0.3682  0.001
C  -1.4352  2.6269  -1.9447  0.003
C  0.9840  3.0768  -5.8327  0.009
C  -0.0422  -3.1171  -0.1701  0.003
C  -10.0652  -2.6224  -3.9849  -0.007
C  -1.0085  -0.6488  -5.9182  0.088
C  -10.4739  -3.3135  -1.8394  -0.007
C  1.1498  4.5927  -1.0107  0.000
C  -6.9695  -2.0141  -1.9763  0.179
C  -1.4945  2.9560  1.0204  0.001
H  0.3567  5.2224  -0.5772  0.000
H  -2.6735  -1.4521  -7.0894  0.000
H  -8.1070  -1.8000  -4.4417  0.001
H  -1.1313  2.3980  1.9013  0.000
H  0.4825  4.0153  -5.5344  0.000
H  -0.8644  2.0176  -5.4287  0.002
H  -3.5716  -2.1556  -3.0419  -0.001
H  -2.8212  0.3122  1.2315  0.001
H  1.5313  3.0790  0.5488  0.000
H  2.0183  3.1151  -5.4495  0.000
H  -10.4434  -2.4993  -5.0091  -0.001
H  1.0414  3.0548  -6.9352  0.004
H  1.6810  -2.2432  3.4123  0.000
H  2.0791  -2.6615  -5.6542  0.000
H  -2.6030  4.4433  -1.4871  0.000
H  2.1778  0.0875  -4.2890  0.002
H  -0.7847  -3.1585  -0.9393  0.001
H  -1.3638  -0.7380  -8.0759  0.004
H  -0.7081  3.1279  -2.6103  0.001
H  -1.2714  -1.4950  -2.3920  0.001
H  -2.0995  4.7227  2.1243  0.000
H  -1.7117  5.0719  0.4202  0.000
H  0.3506  -5.2647  0.1183  0.000
H  3.0655  -1.6885  2.4031  0.000
H  -3.2162  3.4748  -2.8507  0.000
H  -3.4691  2.9141  -1.1821  0.000
H  2.1202  5.0589  -0.7632  0.000
H  -1.5160  -0.2245  -5.0292  0.015
H  -0.7411  -1.6922  -5.6649  0.001
H  -11.1836  -3.7509  -1.1235  -0.001
H  0.3958  1.7160  -4.2152  0.015
H  -8.8815  -3.1098  -0.3757  0.001
H  0.8934  -1.1414  -4.2431  0.017
H  3.0335  -1.3718  -6.4334  0.004
H  1.9722  -4.4519  1.9493  0.000
H  -5.1181  -0.3558  0.5777  -0.001
H  1.0444  4.6158  -2.1089  0.000
H  -1.6173  1.6414  -2.4092  0.001
H  -2.5050  0.3165  -7.2033  0.000
H  1.7566  2.5059  -1.0980  0.000
H  3.4298  -1.8872  -4.7766  0.000
H  1.4816  -0.7405  2.5945  0.000
H  -0.4026  4.7592  1.5967  0.000
H  -2.5354  2.6275  0.8376  0.000

Cartesian forces, eV/Å:
Pt -0.55 0.52 -0.29
Br -0.18 -0.48 -0.44
P -1.65 -0.24 4.49
P 0.57 0.30 0.45
N 1.19 -0.75 1.80
N 0.94 0.27 0.27
N 0.60 0.32 0.67
C 0.07 0.21 0.06
C -0.31 0.15 -0.22
C 0.88 0.50 0.94
C 1.42 0.16 -0.36
C -0.17 0.80 -0.96
C 0.11 1.85 0.92
C -1.11 -0.32 -0.30
C 1.02 0.03 -0.28
C -0.43 0.13 -0.36
C 0.22 -0.13 0.25
C -0.17 0.06 0.03
C 0.18 0.05 0.03
C -1.74 -0.12 0.08
C 0.25 0.26 -0.12
C 0.32 -0.44 -0.21
C -1.45 -0.63 -1.01
C -0.33 -0.22 0.95
C 1.22 0.50 0.40
C -0.95 -0.24 -0.20
C -1.84 -0.91 -1.75
C 0.39 -0.41 -0.34
C 0.36 0.35 -0.09
C 0.55 -1.96 -0.23
C -0.03 0.01 0.07
C -0.05 -0.77 -1.08
C -0.01 -0.02 -0.09
C -0.26 0.23 -0.01
C 0.78 0.22 0.22
C 0.08 -0.49 -0.08
H 0.37 -0.17 -0.21
H 0.37 0.40 0.00
H -0.31 -0.18 0.28
H -0.19 0.20 -0.25
H 0.23 -0.48 -0.12
H 0.45 -0.21 -0.13
H 0.04 0.19 0.38
H -0.07 -0.29 -0.42
H -0.25 0.18 -0.58
H -0.42 -0.06 -0.16
H 0.18 -0.06 0.51
H -0.10 0.16 0.49
H 0.33 -0.12 -0.53
H 0.25 0.43 0.03
H -0.02 -0.43 -0.16
H -0.29 -0.14 -0.59
H -0.08 0.30 -0.12
H -0.36 -0.08 0.38
H -0.32 0.00 0.28
H -0.34 0.10 0.28
H 0.29 -0.14 -0.38
H 0.10 -0.25 0.36
H 0.20 0.12 0.14
H -0.71 0.30 0.05
H 0.20 0.00 0.43
H 0.27 0.20 -0.28
H -0.43 -0.24 -0.13
H 0.63 0.16 -0.32
H 0.03 0.46 -0.24
H 0.35 0.21 -0.36
H 0.12 -0.45 -0.57
H -0.18 0.04 -0.41
H 0.03 0.43 -0.42
H -0.08 -0.16 0.47
H -0.76 1.09 -0.87
H 0.35 -0.12 -0.26
H 0.01 0.03 0.39
H -0.07 0.30 0.15
H 0.30 -0.39 0.00
H -0.25 0.35 0.38
H -0.48 0.07 -0.30
H 0.70 -0.61 -0.38
H -0.41 -0.11 -0.15
H 0.42 0.16 0.15

=====

- Among the records above, which one has the highest net charge?
  C29H44BrN3P2Pt

=====

- Which formula does entry 1 have?
  C14H36BO9P2S

=====

- The highest net charge belongs to which entry?
  C29H44BrN3P2Pt

=====

- Which of these has the highest net charge?
  C29H44BrN3P2Pt